(1)
Below is a cluster of 2 separate species, C11H18O in total, with properties calculated with wB97M-V/def2-TZVPD.

XYZ file:
```
30
Properties=species:S:1:pos:R:3:forces:R:3
C 0.77157 2.51106 2.31777 -0.0440 0.3476 -0.1305
C 0.27345 1.08087 2.39177 -0.1646 -0.4913 0.8004
C 1.06638 3.01844 0.90338 -0.1894 0.2923 0.1795
H 0.03761 3.18232 2.76495 -0.1516 0.0164 -0.0097
H 1.65696 2.65079 2.92948 0.2536 -0.2025 0.1468
H 1.07114 0.33862 2.43625 0.2102 0.0806 -0.6513
H 1.59737 2.29395 0.29404 0.0018 -0.2196 -0.0604
H -0.43011 0.83771 1.59832 0.0981 -0.0610 -0.1464
H -0.23673 0.86413 3.33633 -0.2024 0.3833 -0.0135
H 0.14123 3.32083 0.39710 0.1523 -0.2619 -0.0476
H 1.69391 3.90664 0.95054 0.0335 0.1237 -0.0132
C -2.05262 -0.19448 -1.41601 -0.6267 -0.5397 -0.6482
C -2.35959 -0.66248 -2.88162 0.6645 -0.0055 0.3457
C -0.83567 -0.87880 -0.85829 -0.1955 0.8223 0.0921
C -0.95110 -2.15088 -0.33097 0.0812 -0.4985 -0.0758
C 0.41219 -0.27049 -0.89719 0.2052 0.0327 -0.1682
C 0.17469 -2.84434 0.10112 -0.3353 -0.0635 -0.1452
C 1.55101 -0.98017 -0.54611 0.0363 -0.1049 -0.5172
C 1.42098 -2.28053 -0.07122 0.5751 0.3753 0.1053
O 2.51729 -3.04001 0.24682 0.6905 0.4969 -0.0183
H -1.95997 0.88789 -1.43800 0.1273 0.0828 0.3284
H -2.91261 -0.46743 -0.79465 0.0881 0.2966 0.0008
H -1.58437 -1.36475 -3.19583 -0.0707 -0.0018 -0.0589
H -1.94007 -2.61542 -0.33821 0.3188 0.0121 0.2624
H 0.51340 0.76417 -1.22926 -0.0871 -0.3118 -0.0946
H 0.13347 -3.83553 0.52165 -0.1828 -0.1737 0.0066
H 2.53418 -0.58403 -0.80806 -0.1421 0.0404 0.4585
H 3.32348 -2.48505 0.16654 -0.7924 -0.5452 0.0680
H -2.31723 0.17587 -3.57696 -0.1924 -0.0325 -0.0031
H -3.31021 -1.17890 -2.97369 -0.1593 0.1104 0.0075
```
Forces are in eV/Å.

Summary:
* multiplicity: 1
* electronic energy: -13746.26476 eV
* relative energy (zero: lowest compared OMol25 entry of this formula, charge and spin): 9.3 kcal per mole
* SMILES: CCc1ccc(O)cc1.CCC


(2)
Below is the molecule C11H18SSi, with properties calculated with wB97M-V/def2-TZVPD.

XYZ file:
```
31
Properties=species:S:1:pos:R:3:forces:R:3
S -2.49997 -2.01693 -3.60114 1.3781 -0.5415 -0.0887
C -0.30572 -2.26825 -1.74438 -0.0155 0.2792 -0.4755
C -1.33568 -0.10880 -2.05714 0.1424 -1.5185 -0.5482
C 0.65916 -1.68836 -0.92423 -0.8806 -1.1067 -0.4531
C -0.26804 0.45433 -1.40365 -0.5669 0.2505 0.9511
C -1.30791 -1.51412 -2.33340 -0.3184 1.4328 -0.0867
C 0.65321 -0.34975 -0.70670 0.8063 0.8239 -0.8630
C -3.80761 -2.33806 -2.48085 -0.2542 0.0529 1.9263
C 0.47812 2.89712 1.26062 -0.8889 -0.1783 0.0872
C 2.79807 1.62997 2.53528 -2.8893 3.1819 1.0386
C 0.19516 0.01930 2.58885 0.5615 -0.0790 -0.2248
C 1.78801 0.20756 0.05846 1.1691 1.2356 -0.0613
Si 1.26637 1.17311 1.58824 -0.4576 0.9719 -0.5991
H -0.12171 -3.28577 -1.97382 -0.4071 -0.9608 -0.4071
H -2.19145 0.45947 -2.42394 0.5360 0.0944 -0.1690
H 1.46859 -2.31647 -0.57054 -0.1197 0.0867 0.2468
H -0.21615 1.53627 -1.39062 0.1263 0.0272 0.3876
H -4.02402 -1.39803 -1.99042 -0.3288 0.2259 0.2429
H -4.71657 -2.70386 -2.89053 -0.6175 -0.2792 -0.8962
H -3.52595 -3.03370 -1.67973 0.1392 0.0202 -0.3217
H -0.65055 2.85545 1.42994 1.4844 0.4460 0.2480
H 0.53813 3.09382 0.18984 0.2224 0.1547 -0.1231
H 1.04224 3.73852 1.78675 -1.1743 -1.1617 -0.4897
H 2.88790 2.76232 2.50014 -0.0221 -1.2162 -0.3026
H 2.57919 1.49971 3.58460 0.6165 -0.7025 0.4792
H 3.64535 1.25878 2.13199 2.9433 -1.6025 -0.6277
H -0.79480 -0.32514 2.41798 -1.0538 0.2969 -0.9789
H 0.71032 -0.91419 2.71452 0.7585 -0.5126 0.2068
H 0.14394 0.47713 3.53892 0.0227 0.4839 1.4618
H 2.44233 -0.57221 0.47865 -0.3240 -0.1034 -0.1973
H 2.47001 0.77075 -0.63367 -0.5880 -0.1015 0.6375
```
Forces are in eV/Å.

Summary:
* multiplicity: 1
* electronic energy: -30411.65451 eV
* relative energy (zero: lowest compared OMol25 entry of this formula, charge and spin): 5.6 kcal per mole
* SMILES: CSc1ccc(C[Si](C)(C)C)cc1


(3)
Below is a structure of composition C11H19AlB2CaCl4F7NO12P2S2, with properties calculated with wB97M-V/def2-TZVPD.

XYZ file:
```
62
Properties=species:S:1:pos:R:3:forces:R:3
N 2.95861 -3.52239 5.01506 -0.3926 -0.6050 0.6183
P 1.98467 -2.24279 4.72693 -0.0617 0.6683 -2.1324
O 2.77241 -0.95358 5.37298 -0.5070 -0.0068 0.7151
P 0.22292 -2.31544 6.08004 0.6124 -1.0025 2.8355
H 2.58631 -4.12393 5.77993 0.0938 -0.0275 0.1037
H 3.05435 -4.04843 4.15736 0.1464 -0.3486 0.0465
H 3.34262 -0.65655 4.66212 0.2656 0.3809 -0.0629
H -0.82955 -2.72941 5.20947 0.7249 1.2784 -1.8609
H -0.07551 -0.93664 6.28117 -0.3569 0.1403 -0.9508
Al -2.01606 -3.72243 5.99822 0.1343 -0.7331 1.1071
F 1.17029 -4.42304 6.72402 -0.5952 0.1602 -0.4247
B 3.43029 -2.74321 -0.37867 0.4846 0.4519 -0.7260
O 3.72611 -1.35653 -0.04403 -0.1729 -0.4762 0.0090
C 4.64793 -0.88753 -0.90140 -0.1789 -0.0666 0.2513
O 5.06832 0.21955 -0.89082 0.2766 0.2564 -0.3109
C 5.00299 -2.03732 -1.87167 -0.1644 -0.2569 0.1819
O 5.77499 -1.99367 -2.76868 0.2254 0.0916 -0.2854
O 4.26126 -3.09970 -1.52182 -0.2162 0.2512 0.3835
O 3.69683 -3.66209 0.79861 -0.3712 0.2901 -0.5656
C 2.61281 -4.24470 1.12140 2.4901 -0.3399 0.0771
O 2.47926 -5.04374 2.03144 -1.2197 -1.8278 1.1762
C 1.45789 -3.76905 0.16832 -1.8905 -0.5578 -0.6479
O 0.33360 -4.11893 0.22593 -0.5452 0.4715 0.5070
O 1.97038 -2.91790 -0.67929 1.1902 -0.0363 0.6704
C 4.38292 3.34487 1.41791 0.0628 -0.1240 -0.4240
Cl 5.01248 3.66181 -0.16360 0.6744 -0.1528 -0.2680
Cl 4.33888 1.63211 1.81121 0.1648 -0.1015 0.1294
Cl 5.25557 4.23737 2.66188 -0.1975 0.0043 -0.0070
Cl 2.68722 3.88759 1.29390 -0.6850 0.4711 0.8931
F 1.60480 -6.20963 -0.10563 0.5481 0.3909 0.2449
C 0.44035 3.58894 -1.07887 0.1513 0.1597 0.2488
S -0.58239 3.05459 0.30234 1.0064 0.6917 0.1535
O -0.28386 1.61629 0.53807 -0.3493 -0.8685 -0.9253
C -2.03663 2.98266 -0.69519 -1.1823 0.6990 0.5380
H 1.48215 3.60858 -0.75230 -0.0013 -0.0442 -0.2187
H 0.33830 2.87593 -1.91844 0.0512 -0.0054 0.0245
H 0.14359 4.58998 -1.39376 0.0639 0.0077 -0.0564
H -1.72706 2.28645 -1.46066 -0.6064 1.5967 0.3576
H -2.32519 3.93952 -1.12820 0.0955 -0.0628 -0.1942
H -2.87515 2.58327 -0.12498 0.0615 -0.1764 -0.0415
Ca -1.37843 0.77084 -2.35825 0.2311 -2.1203 -0.1266
B 4.57971 5.27557 -3.23743 0.1932 0.0944 0.0336
F 3.31918 4.97804 -2.62369 -0.3573 -0.1675 0.1127
F 4.44768 5.17561 -4.62047 -0.1692 -0.1267 -0.2428
F 4.96438 6.56734 -2.88416 -0.0578 0.1305 0.1350
F 5.53160 4.34703 -2.77334 -0.0718 -0.0879 0.0744
C -7.78047 0.88107 -2.34427 0.1207 -0.0575 -0.2275
C -7.72598 -0.37645 -3.22202 0.0221 0.0460 0.2004
C -6.26951 -0.55625 -3.67454 -0.2564 -0.0921 -0.2184
S -5.25868 0.18108 -2.38863 -0.8485 -0.2168 0.0110
O -4.54362 1.33824 -2.94373 1.0010 -0.4389 0.3206
O -4.50030 -0.83955 -1.68707 0.7720 0.5708 -0.2619
C -6.60647 0.76408 -1.37472 -0.2456 0.2457 0.0615
H -8.72422 0.96360 -1.81242 -0.0098 0.0061 0.0579
H -7.66462 1.77128 -2.96471 -0.0111 0.0502 0.0319
H -8.03915 -1.24304 -2.63995 0.0132 -0.0305 0.0160
H -8.39172 -0.30031 -4.07716 0.0204 -0.0023 -0.0644
H -5.99639 -1.60306 -3.77840 0.1815 0.0126 0.0318
H -6.06737 -0.02637 -4.60347 0.1052 0.0764 0.0427
H -6.33317 1.70745 -0.90728 0.1415 -0.0320 0.0110
H -6.79144 0.00736 -0.61333 0.1082 -0.0655 -0.0020
F 3.73927 -6.13445 3.02874 -0.7125 1.5640 -1.1670
```
Forces are in eV/Å.

Summary:
* multiplicity: 1
* electronic energy: -173518.13224 eV


(4)
Below is a structure of composition C11H19AsBrFNO, with properties calculated with wB97M-V/def2-TZVPD.

XYZ file:
```
35
Properties=species:S:1:pos:R:3:forces:R:3
C 1.51972 2.20885 -2.24810 0.3749 0.3439 0.2272
C 1.46669 1.44895 -1.31229 -0.2244 -0.5863 0.3212
As 1.12963 0.22075 0.28588 -0.5857 0.4392 -1.5525
Br 0.56540 -1.18238 2.27145 -0.1826 -0.4795 0.5533
C -0.02926 1.63541 1.07241 -0.2521 0.4662 0.5006
C -1.56957 1.58123 0.93633 0.3865 -0.3591 0.3713
C -2.29651 0.30503 0.46247 -1.3700 0.6322 -1.0620
C -2.49174 0.38212 -1.07398 0.1616 -0.4042 -0.1479
C -3.72958 0.31029 1.07695 0.6568 0.1718 0.0149
C 2.45010 -1.10459 -0.41998 0.5108 -0.3827 0.4769
C 2.20201 -2.60471 -0.32980 -0.0390 -0.0540 -0.9774
C 0.80056 -3.12718 -0.63114 0.2839 -0.6068 0.4590
F 2.69986 -3.17183 0.83918 -0.1091 0.1724 0.3994
N 2.65444 1.04678 1.34841 -0.4287 0.9211 -0.0471
C 3.34749 1.80925 0.72832 1.4484 -1.2480 0.4256
O 4.24500 2.35638 0.18102 -0.3747 0.8396 -0.1529
H 1.74828 3.01631 -2.89513 -0.1447 0.0059 -0.3702
H 0.02661 -0.43287 -0.57139 -0.0557 -0.0658 0.2424
H 0.31978 2.58521 0.66692 0.1759 -0.1450 -0.2700
H 0.22748 1.68644 2.12716 0.1560 -0.3673 0.0232
H -1.98806 1.85063 1.91031 0.1737 -0.1029 0.1205
H -1.88961 2.39408 0.28137 -0.0332 -0.0575 -0.1370
H -1.81445 -0.63439 0.71252 0.3020 0.1278 0.1819
H -1.64317 -0.01670 -1.63061 0.1073 0.1255 0.0453
H -2.64638 1.40657 -1.41604 -0.0013 0.0820 0.1048
H -3.36978 -0.18264 -1.39722 0.0373 -0.1293 0.0503
H -4.47341 -0.03496 0.36179 -0.0597 -0.1859 0.0801
H -3.97603 1.34213 1.33419 -0.2472 -0.0447 0.1039
H -3.77134 -0.30518 1.97519 -0.0816 0.0909 0.1053
H 2.58195 -0.86732 -1.47731 -0.3684 0.1871 -0.0398
H 3.42484 -0.91857 0.03182 -0.0715 0.0929 0.1738
H 2.83917 -3.04449 -1.10713 0.1213 0.0233 -0.0063
H 0.70422 -3.27410 -1.70631 -0.2521 0.3326 -0.0716
H 0.74619 -4.12665 -0.19180 0.0057 -0.0264 -0.0079
H -0.01054 -2.55785 -0.19546 -0.0205 0.1909 -0.1383
```
Forces are in eV/Å.

Summary:
* multiplicity: 1
* electronic energy: -148849.73653 eV
* net charge: -1


Taking the records one at a time from the top gives gap between HOMO and LUMO values of 0.338, 0.345, 0.093, 0.311 Ha.
Taking the records one at a time from the top gives max |F| values of 1.051, 4.422, 3.069, 1.959 eV/Å.